C37H32Cl3N9O4PbS2 as an isolated structure at a distorted geometry, computed with the ωB97M-V functional and the def2-TZVPD basis.

Values from the calculation:
**Multiplicity**: 1
**LUMO**: -7.28 eV
**Gap between HOMO and LUMO**: 5.0 eV
**Energy above the lowest of the compared OMol25 structures with the same formula, charge and spin**: 66.3 kcal per mole
**Charge**: +2
**HOMO level**: -12.3 eV

XYZ file:
```
88
C37H32Cl3N9O4PbS2 (the ωB97M-V functional and the def2-TZVPD basis)
Pb 1.76795 -0.41206 1.00979
Cl 6.22324 -0.58766 -3.31896
Cl 1.78364 4.54263 -4.66760
Cl 2.70914 5.83185 0.45252
S 6.01971 2.28327 1.00376
S 5.00932 -2.35671 -5.38009
O -8.09138 -1.93988 2.78206
O 0.63692 -0.59963 3.75402
O 3.99098 2.33171 -5.22170
O -1.46865 0.28135 0.69752
N -4.02704 -4.60315 5.11687
N 1.70890 0.20304 -3.41975
N 0.44068 1.54963 0.76770
N 1.44719 -0.64353 -1.41637
N -0.35274 -2.35048 1.89236
N 3.50703 1.11895 0.77765
N 1.89308 3.38623 0.86646
N -0.43972 3.61592 0.71450
N -2.97477 -4.06903 5.51420
C -0.71475 -2.45607 3.16590
C 5.04948 0.20076 -5.68926
C -0.53579 5.06388 0.76988
C -7.17673 -2.63071 3.40320
C -0.90603 -3.16810 1.00873
C -1.63728 -3.40131 3.61284
C 1.66154 -1.67748 -2.30563
C -5.14161 -2.47696 4.67721
C -5.06938 -3.90610 4.66551
C 1.99065 1.24609 -4.39423
C 4.59425 1.58796 0.87942
C -6.18040 -1.85799 4.07020
C -0.26802 -1.77806 5.57501
C 5.42610 -0.78494 -4.82685
C -1.13912 -2.69114 6.00245
C -6.13034 -4.66823 4.10861
C 3.70883 3.60521 -0.69823
C 3.22844 2.94655 -2.98722
C 4.37307 -0.34826 -6.82380
C 3.83059 2.71611 -1.75316
C 2.38621 5.04463 -2.11173
C -7.14874 -4.04541 3.45284
C -0.91820 1.35923 0.70412
C 1.83270 -1.15803 -3.55475
C -9.12822 -2.60209 2.02776
C 1.48081 0.46116 -2.13036
C 0.67657 2.88741 0.79717
C 2.53122 4.14411 -3.15598
C -2.15466 -4.30612 2.68936
C 3.35312 1.87455 -4.04628
C -1.97746 -3.41939 5.04943
C -0.05323 -1.51929 4.13558
C 2.95996 4.75162 -0.88444
C 4.28244 -1.70200 -6.78832
C -1.79601 -4.17885 1.36431
C 5.23687 1.67426 -5.46663
C -1.58675 2.72835 0.66683
H 3.94422 1.07588 -3.58957
H 1.18466 1.97410 -4.34870
H -2.17576 -4.86052 0.61670
H 5.92746 1.85524 -4.63924
H -7.92623 -4.62720 2.98251
H 0.30369 -1.17140 6.26471
H 2.67423 2.72853 0.89058
H -4.38455 -1.90530 5.19799
H 2.02734 0.82743 -5.39702
H 1.82841 5.95891 -2.25709
H -0.61619 5.42001 1.79819
H -0.61847 -3.02311 -0.02658
H -9.70696 -1.80500 1.57663
H 0.33079 5.52262 0.29474
H -8.68658 -3.22863 1.25454
H -2.16621 2.85859 -0.24871
H -1.31713 -2.86332 7.05580
H 1.35598 1.45900 -1.74132
H 3.99567 0.26039 -7.63391
H 2.04501 -1.62096 -4.50348
H 4.19587 3.40855 0.24865
H 2.06541 4.37689 0.88379
H 5.64022 2.14268 -6.36238
H 3.85437 -2.36101 -7.52652
H 1.69614 -2.70761 -1.99463
H -6.28145 -0.78183 4.06613
H -9.76310 -3.19116 2.68729
H -1.42080 5.37562 0.22023
H 4.40186 1.80628 -1.60347
H -6.07976 -5.74757 4.16887
H -2.80385 -5.11336 3.00511
H -2.24788 2.85948 1.52569
```

***

C14H14ClDyNO2 as an isolated structure at a distorted geometry, computed with the ωB97M-V functional and the def2-TZVPD basis.

Values from the calculation:
**Multiplicity**: 6
**Expectation value of S²**: 9.251
**LUMO (alpha / beta)**: 2.84 / 2.85 eV
**Gap between HOMO and LUMO (alpha / beta)**: 7.7 / 7.6 eV
**Charge**: -1
**HOMO level (alpha / beta)**: -4.9 / -4.8 eV

XYZ file:
```
33
C14H14ClDyNO2 (the ωB97M-V functional and the def2-TZVPD basis)
Dy -0.79233 0.40227 0.27642
Cl 0.16466 -0.33532 2.45405
O 2.65061 0.55397 1.13080
O 0.58576 -2.46165 -1.42624
N 1.28387 -0.75639 -0.11465
C 0.28146 2.44254 1.09846
C -2.82134 -0.08715 -0.98571
C -1.85543 -1.71275 0.27906
C -0.43886 2.33444 -1.06275
C 1.47575 -1.87664 -0.84173
C -1.99914 -1.22071 -1.03661
C 2.48704 -0.40423 0.39459
C 2.89362 -2.34576 -0.87057
C -1.11938 2.61477 1.10690
C 0.69793 2.26919 -0.22564
C -1.55901 2.57341 -0.23623
C -2.61917 -0.89212 1.13994
C -3.20692 0.11556 0.36259
C 3.60161 -1.31873 0.01288
H 1.69120 2.00912 -0.54157
H 4.38949 -0.76895 -0.54493
H -1.19755 -2.50532 0.58598
H -1.47919 -1.58980 -1.90170
H -0.44730 2.18934 -2.12999
H -2.57543 2.68413 -0.57065
H 4.02016 -1.79346 0.92681
H 2.97452 -3.36907 -0.44460
H 3.27665 -2.31999 -1.91359
H -1.73822 2.72323 1.98179
H 0.90289 2.33722 1.96852
H -3.07083 0.54805 -1.81982
H -2.65327 -0.96998 2.21145
H -3.80388 0.93080 0.73674
```

***

Which formula does entry 2 have? C14H14ClDyNO2